Computed, not measured: a molecular structure, C51H119N15O17Pt in a non-equilibrium geometry, with ωB97M-V/def2-TZVPD.

Computed properties:
Largest force on an atom (eV/Å): 4.24
Gap between HOMO and LUMO (alpha / beta) (eV): 6.59 / 6.74
Calculated total energy (hartree): -4234.109512
Energy above the lowest of the compared OMol25 structures with the same formula, charge and spin (kJ/mol): 0.00
E_LUMO (alpha / beta) (eV): 0.21 / 0.21

```
! wB97M-V def2-TZVPD RIJCOSX def2/J DEFGRID3
* xyz 0 3
Pt 1.0813 -4.8838 -16.7540
C 1.2303 -3.6725 -12.9370
C 1.9693 -2.8557 -13.9741
C 3.4130 -2.5646 -13.5393
O 1.9671 -3.5993 -15.1652
H 1.4233 -4.7438 -12.9940
H 0.1962 -3.3279 -12.9318
H 1.6772 -3.3317 -12.0031
H 1.4099 -1.9284 -14.0977
H 3.4157 -2.2367 -12.4998
H 3.8187 -1.7718 -14.1678
H 4.1134 -3.3849 -13.6964
C -0.3392 -8.8214 -14.5226
C 0.7029 -8.0407 -15.2545
C 1.2235 -8.9265 -16.4165
O 0.2081 -6.7488 -15.6154
H -1.0867 -9.1205 -15.2574
H -0.7733 -8.3407 -13.6459
H 0.1034 -9.7441 -14.1472
H 1.5969 -7.9486 -14.6378
H 1.4143 -9.9416 -16.0681
H 1.9627 -8.4181 -17.0355
H 0.3941 -9.0756 -17.1079
C -0.1723 0.5981 -16.8267
O -1.2340 1.1230 -17.1429
N 0.9105 1.0646 -16.1658
C 2.1690 0.2552 -16.2387
C 0.9947 2.4506 -15.7461
H -0.0374 -0.4293 -17.1987
H 1.9335 -0.7998 -16.3784
H 2.7440 0.3622 -15.3189
H 2.6467 0.6773 -17.1229
H 1.6346 2.5077 -14.8655
H 1.3758 3.0090 -16.6011
H -0.0002 2.8479 -15.5449
C 5.0365 1.6059 -13.7632
O 4.2145 1.7055 -12.8561
N 6.1425 2.3513 -13.8076
C 7.2661 2.2710 -14.7634
C 6.2868 3.4631 -12.7956
H 4.9959 0.7931 -14.5048
H 7.1357 3.1200 -15.4345
H 7.3149 1.3047 -15.2655
H 8.1688 2.4972 -14.1959
H 7.3473 3.5164 -12.5494
H 6.1360 4.4058 -13.3216
H 5.7848 3.3415 -11.8357
C 4.2863 -5.6732 -17.6203
O 3.0951 -5.3214 -17.5130
N 5.0084 -5.5203 -18.6763
C 6.4776 -5.7687 -18.7418
C 4.5631 -4.6865 -19.7639
H 4.7867 -6.1336 -16.7544
H 6.7489 -6.2898 -17.8236
H 6.9779 -4.8003 -18.7330
H 6.6830 -6.4539 -19.5642
H 3.5027 -4.4408 -19.8207
H 5.0801 -3.7277 -19.8040
H 4.6923 -5.1951 -20.7193
C 4.6056 -6.1459 -13.7394
O 5.2428 -6.5462 -14.6976
N 5.0995 -6.3589 -12.5169
C 4.2344 -6.4602 -11.3484
C 6.4309 -6.8757 -12.2321
H 3.5712 -5.7775 -13.6595
H 4.5529 -5.9154 -10.4597
H 3.9774 -7.4713 -11.0326
H 3.3129 -5.9730 -11.6673
H 6.7134 -6.6696 -11.1997
H 6.4399 -7.9629 -12.3101
H 7.2104 -6.4759 -12.8807
C -0.3697 -6.0361 -19.5096
O 0.4891 -5.8646 -18.6580
N -1.6448 -6.3703 -19.3044
C -2.5941 -6.2334 -20.4019
C -2.1278 -6.5610 -17.9485
H -0.1974 -6.0099 -20.5967
H -2.1563 -6.0533 -21.3837
H -3.3824 -5.5294 -20.1352
H -3.0757 -7.2113 -20.4097
H -1.3214 -7.0003 -17.3613
H -2.4716 -5.6138 -17.5328
H -2.9604 -7.2579 -18.0456
C 3.5342 1.3965 -9.2196
O 3.8068 2.0508 -8.1965
N 2.4055 0.5863 -9.3659
C 2.3028 -0.1856 -10.6605
C 1.8321 0.0276 -8.1831
H 4.0392 1.5223 -10.1899
H 1.3845 -0.7560 -10.8004
H 2.9630 -1.0528 -10.6776
H 2.5480 0.3806 -11.5590
H 0.7912 -0.2224 -8.3885
H 2.3576 -0.8887 -7.9139
H 1.6936 0.7272 -7.3588
C 3.0377 -4.9999 -6.7013
O 3.0889 -5.3986 -7.8478
N 4.0823 -4.4374 -6.0691
C 4.0154 -4.1352 -4.6103
C 5.2988 -3.9166 -6.7423
H 2.1528 -5.1119 -6.0559
H 5.0358 -4.1928 -4.2315
H 3.4054 -4.8892 -4.1129
H 3.6588 -3.1500 -4.3098
H 5.5104 -4.5235 -7.6226
H 5.2789 -2.8465 -6.9486
H 6.1857 -3.9209 -6.1087
C 4.9413 -2.1909 -17.0387
O 4.5420 -1.5147 -18.0114
N 6.1748 -2.6437 -16.8471
C 7.2358 -2.3326 -17.7457
C 6.5612 -3.4586 -15.6134
H 4.2812 -2.4913 -16.2102
H 7.8410 -3.2387 -17.7725
H 7.9242 -1.5505 -17.4255
H 6.8118 -2.1616 -18.7352
H 5.7886 -3.4552 -14.8445
H 6.8910 -4.4414 -15.9503
H 7.3974 -2.9512 -15.1324
C -1.6100 -3.5394 -15.6269
O -0.8658 -3.8765 -16.5590
N -2.7302 -2.8120 -15.6969
C -3.1235 -2.0499 -16.9517
C -3.7124 -2.9154 -14.5922
H -1.4233 -3.7152 -14.5561
H -2.2863 -1.9136 -17.6363
H -3.4652 -1.0761 -16.6011
H -3.9419 -2.5535 -17.4661
H -4.6611 -3.3801 -14.8608
H -3.3794 -3.4447 -13.6994
H -4.0076 -1.8865 -14.3862
C -1.9362 -5.7811 -12.0480
O -3.0036 -5.1383 -11.9726
N -1.3741 -6.4309 -11.0244
C -0.1504 -7.1919 -11.3035
C -1.8449 -6.5413 -9.6319
H -1.3432 -5.9128 -12.9663
H 0.0844 -7.2412 -12.3668
H -0.3385 -8.1916 -10.9119
H 0.6882 -6.7725 -10.7476
H -1.1134 -6.1108 -8.9481
H -2.7647 -5.9793 -9.4697
H -2.0288 -7.5775 -9.3482
C 1.6588 -2.3341 -18.9797
O 1.4257 -3.2757 -18.2314
N 0.7176 -1.7120 -19.6983
C 0.9677 -0.5697 -20.5834
C -0.6576 -2.0709 -19.5824
H 2.6324 -1.8539 -19.1634
H 0.5055 -0.7459 -21.5547
H 2.0052 -0.4998 -20.9104
H 0.7063 0.3390 -20.0411
H -1.3023 -1.2236 -19.3487
H -0.9492 -2.5468 -20.5187
H -0.8823 -2.8483 -18.8522
C 7.3774 -3.4000 -12.1480
O 8.1837 -3.3390 -13.0383
N 6.7133 -2.3241 -11.6372
C 5.9025 -2.5219 -10.4784
C 6.9018 -0.8973 -11.9771
H 7.0430 -4.2885 -11.5905
H 6.5278 -2.5194 -9.5855
H 5.3066 -3.4346 -10.4751
H 5.2855 -1.6623 -10.2167
H 5.9240 -0.4762 -12.2108
H 7.3838 -0.3733 -11.1518
H 7.4388 -0.6748 -12.8992
C -0.4105 -2.9327 -6.7697
O 0.4402 -3.3642 -5.9917
N -0.3234 -3.0181 -8.1388
C -1.3121 -2.3551 -8.9717
C 0.5474 -4.0146 -8.7959
H -1.1651 -2.2072 -6.4284
H -0.8615 -1.5679 -9.5762
H -2.1390 -2.0151 -8.3483
H -1.7332 -3.0706 -9.6780
H 0.8297 -4.8809 -8.1975
H 0.0717 -4.4006 -9.6974
H 1.4476 -3.5488 -9.1969
C 3.8668 1.8438 -19.0802
O 3.0882 2.7268 -19.4592
N 4.8227 2.0948 -18.1078
C 5.7715 1.1384 -17.6893
C 4.9473 3.4359 -17.4701
H 4.0751 0.8563 -19.5203
H 5.5655 0.7649 -16.6862
H 6.7549 1.5722 -17.5083
H 5.8387 0.3302 -18.4176
H 4.6537 3.4988 -16.4222
H 5.9587 3.8385 -17.5247
H 4.4518 4.1574 -18.1198
C -2.5409 -1.0811 -11.8501
O -3.5833 -1.2730 -11.2045
N -2.1612 0.1279 -12.3701
C -0.9256 0.2707 -13.1779
C -2.9943 1.3170 -12.1870
H -1.8368 -1.8908 -12.0969
H -0.0870 0.5911 -12.5597
H -1.0916 1.0641 -13.9066
H -0.4175 -0.6114 -13.5678
H -3.1413 1.9501 -13.0620
H -3.9977 1.1386 -11.8002
H -2.5247 2.0117 -11.4906
*
```

=====

Computed, not measured: 9 unconnected molecules or ions with the total composition C51H123FO35P8 in a non-equilibrium geometry, with ωB97M-V/def2-TZVPD.

Computed properties:
Structure (SMILES): O=C1OC[C@@H](F)O1.CCOP(=O)(OCC)OCC.CCOP(=O)(OCC)OCC.CCOP(=O)(OCC)OCC.CCOP(=O)(OCC)OCC.CCOP(=O)(OCC)OCC.CCOP(=O)(OCC)OCC.CCOP(=O)(OCC)OCC.CCOP(=O)(OCC)OCC
Largest force on an atom (eV/Å): 8.64
Gap between HOMO and LUMO (eV): 10.38
Calculated total energy (hartree): -7481.632278
E_LUMO (eV): 0.39

```
! wB97M-V def2-TZVPD RIJCOSX def2/J DEFGRID3
* xyz 0 1
C -2.1358 0.6676 -1.0133
C -1.0083 1.1153 -0.0947
O 0.1248 0.4332 -0.6081
C -0.2463 -0.4566 -1.3515
O 0.5407 -1.3513 -1.7165
O -1.5888 -0.4563 -1.4711
F -1.0631 0.7296 1.0812
H -1.9434 1.3830 -1.8129
H -3.1671 0.8129 -0.6920
H -0.7393 2.1707 -0.1397
C -2.4195 0.4083 7.9298
C -1.2976 -0.6477 7.8765
O -0.1928 -0.3062 7.0222
P -0.3342 0.5567 5.6188
O -0.5435 2.0317 5.8897
O 1.0420 0.1409 4.8540
C 2.2125 0.7785 5.3551
C 2.4337 2.1185 4.7125
O -1.4433 -0.1987 4.7788
C -1.3040 -1.6358 4.4656
C -1.5613 -1.8475 2.9494
H -2.0511 1.4039 8.1770
H -2.7277 0.7027 6.9266
H -3.2464 0.0477 8.5415
H -1.0032 -0.9973 8.8661
H -1.6250 -1.5695 7.3956
H 2.0904 0.8212 6.4374
H 3.0228 0.0743 5.1662
H 2.3973 1.9203 3.6413
H 1.6270 2.8245 4.9099
H 3.3310 2.6375 5.0497
H -0.3160 -1.9987 4.7491
H -2.1086 -2.2496 4.8705
H -2.2242 -1.1240 2.4749
H -0.6240 -1.8435 2.3929
H -1.9667 -2.8455 2.7822
C -0.7194 -7.0952 2.8760
C -0.0034 -6.4143 1.6945
O -0.6417 -6.7569 0.5565
P 0.0610 -6.9579 -0.9063
O 1.4347 -7.5214 -0.9385
O -1.0698 -7.8169 -1.7906
C -0.7972 -8.3224 -3.0523
C -0.6080 -7.2557 -4.1597
O 0.0108 -5.4335 -1.5729
C -1.2166 -4.8796 -1.8804
C -1.5701 -3.8846 -0.6898
H -1.7761 -6.9794 2.6351
H -0.5082 -8.1337 3.1313
H -0.7769 -6.5840 3.8369
H -0.0536 -5.3301 1.7944
H 1.0736 -6.5778 1.6573
H 0.0899 -8.9543 -3.0957
H -1.6823 -8.9424 -3.1951
H -1.4125 -6.5749 -4.4381
H 0.1689 -6.5492 -3.8678
H -0.4156 -7.6837 -5.1435
H -1.1721 -4.4596 -2.8852
H -2.0179 -5.6142 -1.8013
H -2.0642 -4.4011 0.1331
H -0.7437 -3.2812 -0.3144
H -2.2296 -3.1240 -1.1076
C 2.5061 4.8238 0.8886
C 1.2731 5.1898 1.6837
O 0.7493 6.2704 1.0957
P -0.8551 6.4023 1.1497
O -1.4963 6.7052 2.4796
O -1.0682 7.6539 0.1106
C -0.4060 8.8158 0.3967
C -0.5230 9.6906 -0.9737
O -1.3754 5.0972 0.3856
C -1.9237 5.1672 -0.8878
C -0.7655 5.2433 -1.9451
H 3.4227 5.4061 0.9832
H 2.8148 3.8441 1.2535
H 2.3694 4.7835 -0.1920
H 0.5531 4.3780 1.7875
H 1.7343 5.3148 2.6633
H -0.8643 9.3331 1.2395
H 0.6148 8.6438 0.7381
H 0.0809 9.2330 -1.7573
H -1.5258 9.5769 -1.3856
H -0.3380 10.7610 -0.8843
H -2.6390 4.3598 -1.0444
H -2.6477 5.9577 -1.0852
H -0.3433 6.2451 -1.8656
H 0.0141 4.5018 -1.7708
H -1.0845 5.1059 -2.9783
C 3.3146 1.2514 -0.5416
C 4.7188 1.5088 -0.9584
O 5.6144 0.8532 -0.0167
P 6.2056 -0.5593 -0.5488
O 5.3413 -1.3354 -1.5055
O 6.5028 -1.2971 0.8701
C 7.1506 -2.4676 0.8333
C 7.1397 -3.1449 2.1947
O 7.7494 -0.2396 -1.0249
C 8.7650 0.3672 -0.1566
C 8.5598 1.8690 -0.1766
H 2.6519 2.0855 -0.7720
H 2.8513 0.4893 -1.1683
H 3.2140 1.0658 0.5278
H 4.8156 1.1747 -1.9915
H 4.8277 2.5885 -1.0613
H 6.4588 -3.1389 0.3245
H 8.1796 -2.4887 0.4741
H 8.0564 -2.8141 2.6828
H 6.2814 -2.7958 2.7689
H 7.0273 -4.2260 2.1139
H 8.6464 0.0396 0.8762
H 9.7200 -0.0283 -0.5025
H 7.6598 2.1689 0.3602
H 9.3441 2.4200 0.3425
H 8.7406 2.2866 -1.1671
C 1.8083 1.5343 -4.2613
C 0.4901 0.7554 -4.4845
O 0.1777 0.5865 -5.8160
P -0.4107 1.9088 -6.5962
O -1.3596 2.7570 -5.8374
O 0.9704 2.6061 -7.0711
C 0.9872 3.5608 -8.0575
C 0.7048 4.9445 -7.3504
O -0.8956 1.2920 -8.0428
C -0.3165 -0.0115 -8.5900
C 1.1642 0.1349 -9.2108
H 1.6618 2.4627 -4.8134
H 2.1481 1.8554 -3.2766
H 2.6219 0.9583 -4.7022
H 0.4354 -0.2260 -4.0135
H -0.2725 1.2762 -3.9054
H 1.7343 3.5493 -8.8512
H 0.1602 3.3963 -8.7483
H -0.2090 4.8864 -6.7591
H 1.4960 5.1414 -6.6270
H 0.7900 5.8396 -7.9666
H -0.3681 -0.9018 -7.9633
H -0.9324 -0.2329 -9.4616
H 1.4894 -0.7427 -9.7696
H 1.3350 1.0337 -9.8033
H 1.6948 0.4148 -8.3007
C -5.4838 -0.5306 4.9217
C -4.9231 -0.5799 3.4741
O -5.7512 0.2912 2.7406
P -5.1850 1.6429 2.1530
O -4.1506 1.4481 1.0965
O -6.5544 2.3697 1.7070
C -7.0077 2.4535 0.2939
C -6.9849 3.9177 -0.1052
O -4.6749 2.4652 3.4674
C -3.8492 3.5463 3.2454
C -4.3574 4.8079 4.0143
H -4.9302 -1.0315 5.7160
H -5.5603 0.5191 5.2050
H -6.4566 -1.0187 4.8628
H -3.9145 -0.1805 3.3683
H -4.7547 -1.6184 3.1889
H -6.3174 1.8534 -0.2988
H -8.0142 2.0525 0.4139
H -6.0328 4.4339 0.0182
H -7.2410 4.0043 -1.1611
H -7.7497 4.5008 0.4079
H -2.8955 3.2211 3.6609
H -3.5604 3.6364 2.1982
H -5.0230 5.4471 3.4343
H -4.6927 4.6211 5.0345
H -3.5462 5.5036 4.2290
C -5.1458 -1.5213 -0.8610
C -5.2402 -2.5701 -2.0573
O -4.1488 -2.4444 -2.8111
P -4.0286 -3.1308 -4.3047
O -3.9734 -4.5761 -4.2725
O -5.3602 -2.4853 -5.1392
C -5.4244 -1.1322 -5.5297
C -4.3167 -0.1069 -5.2882
O -2.6966 -2.4400 -4.9881
C -2.2144 -2.8958 -6.2900
C -0.7875 -3.3436 -6.1703
H -5.9577 -1.4535 -0.1369
H -4.2914 -1.5647 -0.1855
H -5.1395 -0.5210 -1.2938
H -5.4299 -3.5271 -1.5712
H -6.1276 -2.5568 -2.6902
H -5.6804 -1.0035 -6.5814
H -6.3651 -0.8995 -5.0308
H -3.5042 -0.3084 -5.9862
H -4.7805 0.8713 -5.4148
H -3.8327 -0.0545 -4.3129
H -2.9269 -3.6907 -6.5104
H -2.2492 -2.1003 -7.0344
H -0.7045 -4.2334 -5.5462
H -0.2609 -3.2859 -7.1228
H -0.2260 -2.5875 -5.6216
C 2.1970 -2.4403 0.8082
C 2.9160 -3.3303 1.7991
O 2.6518 -3.1086 3.1951
P 3.7870 -2.7532 4.2831
O 4.8052 -3.8161 4.4537
O 2.9642 -2.2885 5.6030
C 2.9408 -3.1142 6.7754
C 1.6390 -3.1688 7.5053
O 4.3773 -1.3554 3.8081
C 5.5587 -0.8313 4.4812
C 6.0967 0.3782 3.7307
H 2.7422 -2.4916 -0.1342
H 1.1438 -2.7164 0.7554
H 2.2608 -1.4741 1.3086
H 2.7517 -4.3890 1.5985
H 3.9605 -3.0610 1.6425
H 3.3563 -4.0301 6.3552
H 3.6634 -2.5663 7.3802
H 0.8571 -3.6489 6.9169
H 1.7091 -3.8312 8.3681
H 1.4370 -2.1560 7.8537
H 5.5019 -0.5481 5.5323
H 6.3805 -1.5471 4.5001
H 6.8433 0.3126 2.9392
H 5.2345 0.9967 3.4815
H 6.4291 1.1264 4.4503
*
```